Entry 1:
{
  "formula": "C12H16P2",
  "method": "the ωB97M-V functional and the def2-TZVPD basis",
  "homo_energy_ev": [-4.888, -9.040],
  "orbital_gap_ev": [5.8, 6.3],
  "s_squared": 2.005,
  "largest_force_ev_per_a": 5.41,
  "lumo_ev": [0.944, -2.719],
  "multiplicity": 3,
  "elements": ["C", "C", "C", "C", "C", "C", "C", "C", "C", "C", "C", "C", "P", "P", "H", "H", "H", "H", "H", "H", "H", "H", "H", "H", "H", "H", "H", "H", "H", "H"],
  "positions_angstrom": [[-4.866, 0.493, -0.697], [0.447, 4.209, -0.870], [-3.796, 0.231, -0.191], [0.511, 3.154, -0.322], [3.038, -0.868, 0.933], [2.006, -1.913, 0.474], [2.603, 0.350, 0.077], [-0.339, -2.004, -0.343], [-1.679, -1.329, -0.676], [-1.684, 1.369, 0.669], [0.661, -1.089, 0.475], [1.096, 0.342, -0.099], [-2.386, -0.352, 0.767], [0.099, 1.577, 0.972], [-5.581, 0.849, -1.254], [0.418, 5.092, -1.548], [2.938, -0.520, 1.961], [4.035, -1.260, 0.775], [2.293, -2.282, -0.489], [1.836, -2.568, 1.305], [2.853, 1.290, 0.479], [3.093, 0.249, -0.828], [-0.661, -2.856, 0.270], [0.079, -2.461, -1.208], [-1.615, -0.698, -1.589], [-2.426, -2.185, -0.899], [-2.066, 1.928, -0.215], [-2.067, 1.942, 1.592], [0.500, -1.204, 1.627], [0.660, 0.512, -1.149]]
}

Entry 2:
{
  "formula": "C12H16S",
  "method": "the ωB97M-V functional and the def2-TZVPD basis",
  "homo_energy_ev": [-7.151, -7.054],
  "orbital_gap_ev": [6.8, 6.6],
  "largest_force_ev_per_a": 4.93,
  "lumo_ev": [-0.371, -0.434],
  "multiplicity": 1,
  "de_lowest_ev": 4.636,
  "elements": ["C", "C", "C", "C", "C", "C", "C", "C", "C", "C", "C", "C", "S", "H", "H", "H", "H", "H", "H", "H", "H", "H", "H", "H", "H", "H", "H", "H", "H"],
  "positions_angstrom": [[-3.397, -1.561, 0.146], [-3.202, -0.692, -0.880], [-2.214, -1.985, 0.793], [-2.004, 0.092, -1.088], [-0.950, -1.447, 0.520], [-0.789, -0.400, -0.457], [-1.013, 2.324, 0.661], [2.483, 1.373, -0.555], [1.578, 0.541, 1.534], [2.351, -1.129, -0.435], [0.418, 0.225, -0.712], [1.690, 0.205, 0.031], [-2.543, 2.026, 0.366], [-4.333, -2.114, 0.377], [-4.018, -0.287, -1.498], [-2.138, -2.676, 1.592], [-1.744, 0.656, -2.077], [-0.088, -1.923, 0.848], [-0.689, 3.223, 1.174], [1.884, 2.416, -0.435], [3.346, 1.621, 0.003], [2.801, 1.273, -1.614], [1.682, -0.388, 2.062], [0.536, 0.883, 1.466], [2.331, 1.170, 1.777], [3.433, -0.945, -0.597], [2.132, -2.024, 0.150], [2.019, -1.235, -1.544], [0.436, 0.780, -1.609]]
}

Entry 3:
{
  "formula": "C12H17BBeCl4F10N4O4S2",
  "method": "the ωB97M-V functional and the def2-TZVPD basis",
  "homo_energy_ev": -10.781,
  "orbital_gap_ev": 2.2,
  "largest_force_ev_per_a": 4.16,
  "lumo_ev": -8.622,
  "multiplicity": 1,
  "elements": ["Be", "B", "F", "F", "F", "F", "C", "F", "F", "F", "S", "O", "O", "N", "S", "O", "O", "C", "F", "F", "F", "C", "C", "N", "H", "H", "H", "C", "C", "N", "H", "H", "H", "C", "C", "N", "H", "H", "H", "Cl", "C", "C", "Cl", "H", "H", "H", "H", "Cl", "C", "C", "Cl", "H", "H", "H", "H"],
  "positions_angstrom": [[-3.967, -0.025, 2.234], [-5.531, 3.977, 4.180], [-4.320, 3.643, 3.632], [-5.696, 3.417, 5.417], [-5.664, 5.284, 4.487], [-6.567, 3.529, 3.391], [0.602, 2.373, -0.706], [0.360, 2.513, 0.603], [0.868, 3.538, -1.185], [1.694, 1.559, -0.997], [-0.999, 1.807, -1.688], [-2.120, 2.647, -1.272], [-0.691, 1.868, -3.119], [-1.463, 0.255, -1.098], [-0.786, -0.821, -2.057], [0.388, -0.534, -2.909], [-0.629, -2.037, -1.273], [-2.260, -1.130, -3.285], [-1.840, -1.800, -4.351], [-3.260, -1.725, -2.636], [-2.686, 0.048, -3.697], [-6.679, -7.022, -0.202], [-6.176, -5.795, 0.393], [-5.653, -4.859, 0.788], [-6.811, -7.009, -1.284], [-7.673, -7.152, 0.225], [-6.049, -7.869, 0.071], [-0.419, 8.049, 3.711], [0.391, 9.276, 3.370], [0.897, 10.282, 3.095], [-1.435, 8.267, 4.039], [0.140, 7.392, 4.376], [-0.449, 7.389, 2.844], [5.099, 6.657, 2.485], [5.939, 5.601, 2.081], [6.625, 4.720, 1.816], [4.825, 7.289, 1.640], [5.345, 7.271, 3.351], [4.135, 6.232, 2.763], [3.294, -6.731, -5.013], [1.683, -6.652, -4.455], [1.036, -8.054, -4.687], [-0.404, -8.080, -3.613], [1.306, -5.822, -5.052], [1.606, -6.471, -3.383], [1.704, -8.773, -4.213], [0.904, -8.385, -5.717], [3.762, -3.736, 1.262], [4.945, -2.840, 0.335], [5.420, -1.650, 1.178], [6.590, -2.080, 2.417], [4.409, -2.411, -0.511], [5.806, -3.412, -0.012], [4.604, -1.134, 1.684], [5.852, -0.875, 0.544]]
}

Entry 4:
{
  "formula": "C12H17BCl4O",
  "method": "the ωB97M-V functional and the def2-TZVPD basis",
  "homo_energy_ev": -8.702,
  "orbital_gap_ev": 9.0,
  "largest_force_ev_per_a": 3.35,
  "lumo_ev": 0.326,
  "multiplicity": 1,
  "smiles": "BCC(=O)c1ccccc1.ClCCCl.ClCCCl",
  "de_lowest_ev": 1.255,
  "elements": ["B", "C", "C", "O", "C", "C", "C", "C", "C", "C", "H", "H", "H", "H", "H", "H", "H", "H", "H", "Cl", "C", "C", "Cl", "H", "H", "H", "H", "Cl", "C", "C", "Cl", "H", "H", "H", "H"],
  "positions_angstrom": [[3.164, 0.202, -0.944], [2.306, 1.424, -1.563], [1.233, 0.912, -2.602], [1.463, 0.743, -3.773], [-0.194, 0.651, -1.979], [-1.024, 1.830, -1.769], [-2.332, 1.648, -1.152], [-2.728, 0.283, -0.802], [-1.896, -0.895, -1.013], [-0.574, -0.709, -1.629], [3.089, -0.865, -1.467], [3.804, 0.391, 0.043], [2.942, 2.251, -1.974], [1.741, 1.872, -0.689], [-0.630, 2.826, -2.074], [-2.938, 2.560, -0.977], [-3.732, 0.135, -0.349], [-2.191, -1.927, -0.727], [0.132, -1.556, -1.832], [0.999, 2.444, 2.256], [-0.578, 3.133, 2.720], [-1.638, 2.068, 2.889], [-2.084, 1.315, 1.326], [-0.863, 3.864, 1.964], [-0.428, 3.659, 3.663], [-2.547, 2.512, 3.299], [-1.309, 1.280, 3.566], [2.267, -3.244, 2.058], [0.691, -3.754, 1.404], [0.822, -4.413, 0.050], [1.311, -3.255, -1.214], [0.044, -2.877, 1.362], [0.265, -4.459, 2.118], [-0.140, -4.826, -0.255], [1.550, -5.223, 0.066]]
}